31
Properties=species:S:1:pos:R:3 method="wB97M-V/def2-TZVPD" homo_energy_ev=-8.50 total_charge=0 energy_ha=-1374.84786 de_lowest_ev=2.507 homo_lumo_gap_ev=6.48
Sn -0.20 -0.10 -0.61
B 1.59 -2.72 -0.87
H 1.59 -2.36 -1.89
H 1.99 -1.93 -0.25
H 0.61 -3.02 -0.53
H 2.28 -3.54 -0.85
B -1.54 -1.90 -3.07
H -1.43 -2.23 -2.05
H -2.42 -2.41 -3.44
H -1.61 -0.84 -3.19
H -0.69 -2.26 -3.62
C -1.53 4.15 -2.45
S -0.72 4.14 -0.80
O -0.82 2.67 -0.39
C -1.88 5.09 0.20
H -2.18 3.28 -2.51
H -0.85 4.20 -3.30
H -2.16 5.02 -2.62
H -1.43 6.00 0.58
H -2.19 4.39 0.97
H -2.77 5.31 -0.39
C 1.26 -1.41 4.28
S 0.61 -2.45 2.92
O -0.05 -1.49 1.94
C 2.27 -2.84 2.19
H 0.55 -1.00 5.00
H 1.86 -0.65 3.79
H 1.99 -2.05 4.77
H 2.09 -3.58 1.41
H 2.85 -3.45 2.88
H 2.94 -2.03 1.91